ORCA calculation (ωB97M-V/def2-TZVPD) on a cluster of 5 separate species, C39H83BClIN3O9P2S in total.

```
140
Properties=species:S:1:pos:R:3:forces:R:3:lowdin_charge:R:1
C 4.73888 0.41603 -1.91108 0.089 0.814 -0.128 0.101
C 3.83661 0.92949 -1.30936 -0.386 -0.224 0.295 -0.158
C 2.76564 1.43196 -0.42780 0.556 -0.055 -0.852 -0.174
C 1.54932 0.49052 -0.17402 0.348 -0.329 2.250 -0.523
P 2.25940 -1.24267 0.09055 0.316 -0.811 -2.282 0.784
N 2.63591 -2.08734 -1.19203 -0.199 0.214 0.396 -0.332
O 1.16162 0.81173 1.14768 -0.248 0.071 -0.902 -0.346
P -0.42803 1.57189 1.32034 0.659 0.377 2.977 0.723
C 0.15710 1.75147 3.16765 0.124 -0.409 0.249 -0.227
O -0.92557 1.80942 4.11299 0.270 0.678 -0.194 -0.136
C -0.51350 1.55120 5.39675 -1.360 -0.101 0.274 -0.282
O -0.50828 0.14265 5.58265 1.094 0.533 0.210 -0.094
C 0.48441 -0.24939 6.51437 -0.686 -1.010 -0.467 -0.211
C 0.71631 -1.74746 6.33436 0.563 0.465 0.493 -0.233
O 1.20358 -2.03333 5.02893 -0.248 0.036 0.164 -0.054
C -2.10954 2.42609 1.54385 -0.868 0.280 -0.401 -0.204
O -2.99392 2.26759 0.38513 -0.026 -0.072 0.436 -0.168
N -3.93359 3.28998 0.43614 -0.131 -0.492 0.387 -0.050
O -5.01710 2.86088 0.26885 0.042 0.313 -0.450 0.044
C 0.36294 3.31886 1.06088 0.632 0.639 -1.586 -0.135
B 0.11415 4.03345 -0.32712 -0.209 -0.259 -0.407 -0.703
O -1.14301 4.34301 -0.83904 0.340 0.197 0.776 0.128
O 1.16473 4.48712 -1.13826 -0.149 0.369 0.745 0.112
C -1.04495 -0.20109 1.78488 -1.315 -0.333 -0.629 -0.293
C -2.52306 -0.55759 1.55993 0.184 -0.294 -0.457 -0.694
C -2.98226 -0.83200 0.12630 -0.285 -0.673 0.353 -0.224
I -2.80529 -2.50563 2.59389 -0.156 0.128 0.149 0.761
O -0.68197 1.34485 -0.41386 0.324 -0.711 -0.472 -0.184
C 0.25370 0.66594 -1.07832 1.760 1.135 -0.113 -0.758
Cl -0.31005 -0.92840 -1.76291 -0.190 0.137 0.321 0.745
N 0.77025 1.48819 -2.23414 -1.617 -0.528 0.876 0.101
C 0.43107 1.22682 -3.35316 1.474 -0.026 -1.180 -0.792
S 0.45339 0.82485 -4.86877 -0.632 0.078 -0.163 0.739
H 5.59841 0.23054 -2.50114 0.052 -0.434 -0.093 0.019
H 3.22091 1.58542 0.55230 -0.141 -0.127 0.058 0.125
H 2.48676 2.42098 -0.79462 -0.397 -0.183 0.007 0.094
H 1.38542 -1.99808 0.90224 0.121 0.625 0.439 0.013
H 3.44828 -1.01614 0.83569 -0.611 0.320 0.507 0.019
H 2.40738 -1.55880 -2.02578 0.172 -0.197 -0.158 -0.067
H 0.78059 0.88606 3.43448 -0.278 -0.131 -0.328 0.095
H 0.84018 2.60401 3.30585 -0.427 0.176 0.015 0.085
H 0.44350 2.02213 5.66650 0.198 -0.315 -0.321 0.104
H -1.27692 1.98018 6.06788 0.059 -0.035 -0.085 0.139
H 0.09014 -0.06015 7.52434 0.480 0.048 0.116 0.128
H 1.44777 0.24119 6.32928 -0.176 0.283 0.091 0.118
H -0.19413 -2.30262 6.57548 0.023 -0.055 -0.274 0.120
H 1.50615 -2.01580 7.05090 -0.339 -0.106 0.186 0.117
H 2.04046 -2.48231 5.15238 0.058 -0.082 -0.257 0.076
H -2.69798 2.05467 2.39055 0.456 -0.211 0.038 0.087
H -2.04448 3.50818 1.69588 0.439 -0.121 0.003 0.089
H 0.05492 4.05475 1.81497 -0.322 -0.422 0.136 0.084
H 1.45299 3.24322 1.18439 -0.142 -0.173 0.120 0.066
H -1.05363 5.25851 -1.12591 -0.257 -0.116 -0.599 0.098
H 1.92241 4.60815 -0.55721 0.272 -0.168 -0.265 0.083
H -0.46871 -0.94007 1.22190 -0.089 0.129 -0.128 0.037
H -0.83729 -0.44187 2.82817 0.210 0.513 0.000 0.042
H -3.26003 0.07018 2.05424 0.304 0.040 0.235 0.053
H -2.48330 -1.73970 -0.21952 0.073 0.225 -0.229 0.020
H -4.05067 -1.07489 0.14529 0.056 0.181 -0.069 0.062
H -2.81629 -0.01437 -0.57172 0.135 0.082 0.239 0.051
C 3.69134 -7.88123 -3.67234 -0.033 0.021 0.126 -0.117
C 2.23798 -7.47504 -3.44918 0.022 -0.088 -0.065 -0.272
C 1.55897 -6.93817 -4.70794 -0.064 0.028 -0.019 -0.235
C 2.17894 -5.66313 -5.28324 0.107 -0.003 0.012 -0.235
C 2.23411 -4.48024 -4.31654 -0.111 0.016 -0.101 -0.267
C 0.85910 -4.00544 -3.86239 0.071 0.077 0.050 -0.109
H 4.30543 -7.03205 -3.97546 0.000 -0.014 -0.015 0.064
H 4.11981 -8.28439 -2.75283 0.041 -0.010 -0.034 0.066
H 3.76564 -8.65156 -4.44406 0.021 0.030 -0.025 0.070
H 2.18244 -6.73888 -2.64347 -0.019 0.024 -0.032 0.102
H 1.68030 -8.35001 -3.10210 -0.017 0.029 0.025 0.101
H 0.50154 -6.76302 -4.49120 0.011 0.022 -0.001 0.099
H 1.58180 -7.71355 -5.48227 0.006 -0.022 0.024 0.104
H 1.60803 -5.37223 -6.17168 -0.007 0.012 0.013 0.106
H 3.19250 -5.87820 -5.63707 -0.013 -0.031 -0.007 0.096
H 2.74034 -3.64978 -4.81667 0.047 -0.016 0.038 0.105
H 2.84271 -4.72592 -3.44290 0.007 0.027 0.000 0.098
H 0.24768 -3.70729 -4.71867 -0.022 -0.050 -0.001 0.075
H 0.95920 -3.14457 -3.20165 -0.030 -0.045 0.044 0.019
H 0.32448 -4.78255 -3.31240 -0.021 0.020 0.000 0.068
C 3.23255 4.72737 10.89734 0.111 0.069 -0.075 -0.115
C 2.76272 5.60764 9.74328 -0.070 -0.011 0.117 -0.273
C 1.38560 5.21976 9.20709 -0.021 0.032 -0.080 -0.229
C 1.29459 3.81242 8.61370 0.044 -0.060 0.086 -0.226
C 2.26608 3.52967 7.46918 -0.129 0.039 -0.092 -0.267
C 2.03896 4.41933 6.25036 0.149 -0.062 0.043 -0.106
H 3.33955 3.68517 10.59274 -0.020 -0.003 0.022 0.064
H 4.20463 5.06395 11.26234 -0.014 -0.036 0.042 0.067
H 2.52753 4.77035 11.73046 -0.009 -0.044 -0.010 0.073
H 3.50421 5.58626 8.94000 -0.029 -0.004 -0.021 0.098
H 2.71892 6.64398 10.09017 0.018 0.006 -0.042 0.102
H 1.08017 5.95245 8.45491 -0.007 -0.017 -0.004 0.101
H 0.65366 5.30004 10.01759 0.019 0.014 0.009 0.108
H 0.27106 3.65271 8.25913 0.017 -0.008 -0.027 0.108
H 1.45543 3.07265 9.40388 -0.015 0.015 0.009 0.101
H 2.14499 2.48616 7.16565 0.053 -0.009 0.041 0.081
H 3.30059 3.62978 7.80999 -0.012 -0.007 0.037 0.100
H 1.02423 4.29943 5.86465 0.002 0.051 -0.010 0.070
H 2.73568 4.15455 5.45343 -0.057 0.031 -0.048 0.074
H 2.19354 5.47359 6.48699 -0.027 0.003 -0.016 0.065
C -3.95666 -5.56565 -0.47801 -0.034 0.081 -0.107 -0.108
C -5.02750 -4.52421 -0.17214 0.051 -0.037 0.033 -0.281
C -6.15466 -5.05442 0.71106 -0.064 0.043 -0.027 -0.227
C -6.96902 -6.20098 0.10638 0.095 -0.035 0.007 -0.234
C -7.62492 -5.88870 -1.23755 -0.150 -0.037 0.083 -0.275
C -8.64718 -4.75862 -1.16260 0.069 -0.014 -0.138 -0.116
H -4.36256 -6.41439 -1.03354 0.019 -0.019 0.020 0.062
H -3.16174 -5.12696 -1.08335 0.033 -0.036 0.035 0.069
H -3.50769 -5.94169 0.44401 -0.003 -0.010 -0.007 0.073
H -5.43078 -4.12617 -1.10855 -0.032 -0.010 0.012 0.101
H -4.55621 -3.68330 0.33982 -0.034 0.005 -0.024 0.031
H -6.82335 -4.22666 0.96465 0.000 -0.012 0.016 0.102
H -5.72958 -5.39671 1.66013 0.022 0.031 -0.004 0.109
H -7.74593 -6.48941 0.82310 -0.023 -0.001 -0.030 0.106
H -6.32890 -7.08063 -0.01002 0.009 0.013 0.007 0.098
H -8.13067 -6.79178 -1.59332 0.043 -0.002 -0.028 0.100
H -6.86604 -5.64867 -1.98665 0.032 -0.003 0.034 0.098
H -9.44117 -4.99931 -0.45187 0.018 0.031 0.026 0.072
H -9.10784 -4.59551 -2.13881 -0.035 0.033 0.031 0.066
H -8.18638 -3.81873 -0.85604 -0.021 -0.003 0.021 0.066
C 2.73594 4.31530 -6.16321 -0.113 0.084 0.015 -0.105
C 1.52316 3.80026 -6.93126 0.101 -0.057 0.031 -0.275
C 1.88235 3.14884 -8.26563 -0.076 0.013 -0.037 -0.227
C 2.55080 4.07719 -9.28239 0.066 0.002 0.073 -0.233
C 1.74469 5.32248 -9.64750 0.002 -0.064 -0.159 -0.274
C 0.41048 5.00409 -10.31557 0.002 0.133 0.079 -0.115
H 3.26414 5.09577 -6.71556 0.028 -0.017 0.004 0.062
H 2.42762 4.74086 -5.20707 0.049 -0.029 0.018 0.071
H 3.43838 3.50437 -5.95858 0.013 0.014 -0.009 0.076
H 0.81124 4.61692 -7.08439 -0.005 -0.014 -0.032 0.101
H 1.01034 3.06025 -6.31331 -0.020 0.092 -0.051 0.032
H 0.97642 2.72010 -8.70450 0.014 -0.005 -0.011 0.101
H 2.55285 2.30378 -8.07833 -0.013 0.002 0.024 0.110
H 2.75281 3.50408 -10.19380 -0.013 0.029 -0.017 0.106
H 3.52837 4.38894 -8.90311 -0.008 -0.013 0.012 0.099
H 2.34097 5.93056 -10.33462 0.010 0.024 0.044 0.101
H 1.57419 5.94068 -8.76228 0.021 -0.032 0.024 0.098
H 0.56182 4.42502 -11.22935 -0.018 -0.034 0.022 0.072
H -0.11127 5.92476 -10.58355 -0.033 -0.037 -0.029 0.066
H -0.24530 4.43578 -9.65459 0.001 -0.018 -0.024 0.066
```
Positions in Å, forces in eV/Å.

The value obtained for the gap between HOMO and LUMO is 7.6971 eV. The total energy is -115396.459 eV. For the HOMO energy, the calculation gives -5.5 eV. Its net charge is -1.